The following is a DFT calculation (ωB97M-V/def2-TZVPD) of 2 unconnected molecules or ions with the total composition CHCl2NO2 at a distorted geometry.

Geometry as XYZ:
```
7
Properties=species:S:1:pos:R:3
C -1.0144 0.2090 0.0172
N 3.1710 0.5984 -0.3208
O 2.1485 0.1603 -0.0782
O -0.2002 1.0363 0.0935
Cl -1.0431 -0.9940 1.5655
Cl -0.9181 -1.2420 -1.2438
H -2.1438 0.2319 -0.0333
```

For the frontier orbital gap (alpha / beta), the calculation gives 10.650 / 3.495 eV. For the energy above the lowest of the compared OMol25 structures with the same formula, charge and spin, the calculation gives 101.8 kcal per mole. The electronic energy comes out at -31677.46626 eV. The calculation puts the highest occupied orbital energy (alpha / beta) at -10.71 / -8.43 eV. As for the largest force on an atom: 3.7 eV/Å.

Results of the natural (NBO) charge analysis, in e, for atoms 1 through 6: C 0.30; N 0.24; O -0.13; O -0.52; Cl -0.02; Cl -0.06


The following is a DFT calculation (ωB97M-V/def2-TZVPD) of CH3I2N in the gas phase at a distorted geometry.

Geometry as XYZ:
```
7
Properties=species:S:1:pos:R:3
C 0.7730 0.4854 -0.4296
N -0.5763 -1.2204 0.1212
I 0.3916 1.7922 1.2318
I -1.6846 -0.9119 1.6298
H 0.4245 0.9208 -1.3663
H 1.6803 -0.0877 -0.4897
H -1.0086 -0.9785 -0.6973
```

For the frontier orbital gap (alpha / beta), the calculation gives 8.068 / 8.069 eV. For the energy above the lowest of the compared OMol25 structures with the same formula, charge and spin, the calculation gives 65.7 kcal per mole. The electronic energy comes out at -18773.01072 eV. The calculation puts the highest occupied orbital energy (alpha / beta) at -8.62 / -8.63 eV. As for the largest force on an atom: 4.9 eV/Å.

Results of the natural (NBO) charge analysis, in e, for atoms 1 through 6: C -0.42; N -0.89; I 0.18; I 0.40; H 0.20; H 0.21


The following is a DFT calculation (ωB97M-V/def2-TZVPD) of a molecular structure, CH4BIO4STb at a distorted geometry.

Geometry as XYZ:
```
13
Properties=species:S:1:pos:R:3
C 1.3359 -0.9615 -0.0527
B 0.8004 0.4271 0.2673
O 1.1648 1.6851 -0.0875
O -0.4094 0.5349 1.2023
S -1.9100 0.1795 0.6565
O -2.2428 -1.1574 0.9806
O -1.6764 0.2486 -0.9953
I -1.9604 -1.2311 -2.1892
H 2.0775 -1.1886 0.7316
H 0.6223 -1.7874 0.0004
H 1.8967 -1.0030 -0.9889
H 1.5581 1.6234 -0.9771
Tb -1.2568 2.6305 1.4520
```

For the frontier orbital gap (alpha / beta), the calculation gives 5.233 / 7.391 eV. The multiplicity is 7. The electronic energy comes out at -51304.39647 eV. The calculation puts the highest occupied orbital energy (alpha / beta) at -21.67 / -21.68 eV. As for the largest force on an atom: 3.3 eV/Å. As for the net charge: +3. As for the expectation value of S²: 13.020.

Results of the Mulliken charge analysis, in e, for atoms 1 through 6: C -0.78; B 0.64; O -0.39; O -0.64; S 0.74; O -0.41


The following is a DFT calculation (ωB97M-V/def2-TZVPD) of C5H8N2 in the gas phase at a distorted geometry.

Geometry as XYZ:
```
15
Properties=species:S:1:pos:R:3
C -1.7298 0.2545 0.3584
C -0.4726 -0.4183 -0.1728
C 0.8798 0.6313 -0.3323
C 0.0992 1.5370 -0.9486
N -0.6600 1.8538 -1.8584
N 0.5739 -0.1706 0.8199
C 1.5334 -1.2819 0.8872
H -1.5667 1.0515 1.1005
H -2.4174 0.6119 -0.4175
H -2.2348 -0.5749 0.8703
H -1.0072 0.8919 -2.0885
H 1.7077 0.3389 -0.9729
H 1.7956 -1.6755 -0.1072
H 1.0640 -2.0927 1.4486
H 2.4349 -0.9568 1.4131
```

For the frontier orbital gap, the calculation gives 8.293 eV. For the energy above the lowest of the compared OMol25 structures with the same formula, charge and spin, the calculation gives 148.0 kcal per mole. The electronic energy comes out at -8288.57829 eV. The calculation puts the highest occupied orbital energy at -8.20 eV. As for the largest force on an atom: 1.0 eV/Å.

Results of the natural (NBO) charge analysis, in e, for atoms 1 through 6: C -0.72; C -0.01; C -0.20; C 0.45; N -0.58; N -0.45


The following is a DFT calculation (ωB97M-V/def2-TZVPD) of C4H7NS3 in the gas phase.

Geometry as XYZ:
```
15
Properties=species:S:1:pos:R:3
C 2.5947 0.0557 0.0194
C 1.1450 0.2635 -0.3211
N 0.6695 1.4380 -0.2366
S -0.8603 1.9421 -0.8039
C -2.1022 1.0148 0.1264
S -2.6074 -0.6133 -0.4421
C -1.1129 -1.5060 0.0223
S 0.3846 -1.2497 -0.9579
H 2.6827 -0.5639 0.9078
H 3.1316 -0.4747 -0.7913
H 3.0857 1.0089 0.2109
H -1.7967 0.9660 1.1782
H -3.0133 1.6335 0.0948
H -0.8738 -1.3465 1.0751
H -1.3271 -2.5685 -0.0819
```

For the frontier orbital gap, the calculation gives 8.909 eV. The structure (SMILES) is CC1=NSCSCS1. For the energy above the lowest of the compared OMol25 structures with the same formula, charge and spin, the calculation gives 15.7 kcal per mole. The electronic energy comes out at -38256.44551 eV. The calculation puts the highest occupied orbital energy at -8.43 eV. As for the largest force on an atom: 0.5 eV/Å.

Results of the natural (NBO) charge analysis, in e, for atoms 1 through 6: C -0.67; C 0.17; N -0.60; S 0.42; C -0.74; S 0.25


The following is a DFT calculation (ωB97M-V/def2-TZVPD) of C4H9NO2S in the gas phase at a distorted geometry.

Geometry as XYZ:
```
17
Properties=species:S:1:pos:R:3
C -0.7138 0.3665 -1.6124
C 0.0906 -0.3738 -0.5821
C 1.6447 -0.1271 -0.8049
C -0.3129 0.2459 0.7850
S -2.0837 0.6274 0.9245
N -0.0710 -0.9396 1.9390
O 0.0710 -0.5219 3.0842
O -0.1325 -2.0334 1.5010
H -0.6847 1.4286 -1.3867
H -1.7469 -0.0336 -1.7251
H -0.0931 0.4622 -2.4848
H -0.1249 -1.4905 -0.5875
H 1.6384 0.9273 -1.1345
H 2.0877 -0.0851 0.2295
H 2.2720 -0.8310 -1.4641
H 0.3307 1.1824 1.0483
H -2.1717 1.1957 2.2706
```

For the frontier orbital gap, the calculation gives 10.146 eV. The structure (SMILES) is CC(C)[C@@H](S)[N+](=O)[O-]. For the energy above the lowest of the compared OMol25 structures with the same formula, charge and spin, the calculation gives 110.3 kcal per mole. The electronic energy comes out at -20710.24803 eV. The calculation puts the highest occupied orbital energy at -9.63 eV. As for the largest force on an atom: 4.3 eV/Å.

Results of the natural (NBO) charge analysis, in e, for atoms 1 through 6: C -0.63; C -0.28; C -0.61; C -0.24; S -0.02; N 0.54


The following is a DFT calculation (ωB97M-V/def2-TZVPD) of a molecular structure, C44H29CaCl5N5O3PS2 at a distorted geometry.

Geometry as XYZ:
```
90
Properties=species:S:1:pos:R:3
Ca -1.0129 -0.1289 0.5675
S -0.3832 1.9058 2.6808
C -1.5069 3.1747 2.6307
C -1.0377 4.4598 3.0553
C -1.8948 5.4860 3.3736
C -1.3391 6.7152 3.9522
N -0.9372 7.7409 4.3202
C -3.2600 5.3339 3.1707
C -3.7536 4.1388 2.5841
C -2.9623 3.0438 2.3349
S -3.4926 1.6397 1.5623
C -4.2404 6.3320 3.5589
N -4.9376 7.1844 3.9186
H 0.0326 4.6337 3.1455
H -4.7653 4.0608 2.2287
O -2.8422 -6.6482 3.3288
C -3.9143 -5.7795 2.9315
C -3.3145 -4.4758 2.4966
C -4.1170 -3.4330 1.9916
C -3.5452 -2.2397 1.6916
N -2.1985 -2.0549 1.8160
C -1.4441 -2.9357 2.4380
C -1.9563 -4.2906 2.6016
C -0.0782 -2.5481 2.8553
C 0.7388 -3.4742 3.5509
C 2.0644 -3.1929 3.8313
C 2.9019 -4.1888 4.6096
O 2.6340 -4.1732 6.0277
C 2.6230 -2.0216 3.3387
C 1.8016 -1.1722 2.5425
N 0.5107 -1.4400 2.3871
H -3.1588 -7.5300 3.5035
H -4.6497 -5.5874 3.7740
H -4.4448 -6.1879 2.0728
H -5.1315 -3.6652 1.7849
H -4.0654 -1.3846 1.2762
H -1.2708 -5.0572 2.9407
H 0.3119 -4.3917 3.8236
H 3.9792 -4.1238 4.4311
H 2.5107 -5.1588 4.2886
H 3.2877 -3.6722 6.5694
H 3.6479 -1.6837 3.5398
H 2.1785 -0.2862 2.0141
Cl 0.2329 -5.9238 -4.2964
C 0.2648 -4.5458 -3.2254
C -0.8373 -3.6768 -3.0977
Cl -2.2426 -3.9717 -4.0242
C -0.8127 -2.6081 -2.1943
Cl -2.1754 -1.5612 -1.9648
C 0.3038 -2.4201 -1.3299
O 0.2930 -1.6723 -0.3355
C 1.5281 -3.1271 -1.6702
Cl 2.9945 -2.5454 -0.9952
C 1.4692 -4.1937 -2.5196
Cl 2.8185 -5.2626 -2.5608
N -0.6311 1.3399 -1.0884
P 0.4495 1.7307 -2.1341
C 2.1511 1.9309 -1.5444
C 3.2410 2.1190 -2.3912
C 4.5302 2.3205 -1.8986
C 4.7349 2.3418 -0.5104
C 3.6661 2.2412 0.3754
C 2.3632 2.1102 -0.0962
C 0.0209 3.3201 -2.7411
C 0.7861 3.9256 -3.7580
C 0.4626 5.1774 -4.2335
C -0.6111 5.8735 -3.6908
C -1.3879 5.3220 -2.6351
C -1.0619 4.0484 -2.1603
C 0.6627 0.6390 -3.5537
C 1.6659 -0.3187 -3.4891
C 2.0432 -1.0076 -4.6115
C 1.5163 -0.6407 -5.8431
C 0.4242 0.2380 -5.9335
C 0.0092 0.8870 -4.7227
H 3.1028 2.0016 -3.4598
H 5.3558 2.3987 -2.5596
H 5.7568 2.3857 -0.1072
H 3.8288 2.0131 1.4199
H 1.5150 2.0977 0.5608
H 1.6205 3.4139 -4.2401
H 1.0380 5.5385 -5.1197
H -0.8764 6.8739 -4.0908
H -2.2277 5.9161 -2.1921
H -1.6342 3.6492 -1.3410
H 2.2486 -0.4857 -2.5904
H 2.7776 -1.8106 -4.5132
H 1.9057 -1.0923 -6.7484
H -0.0491 0.4724 -6.9117
H -0.8021 1.6146 -4.7744
```

For the frontier orbital gap, the calculation gives 4.251 eV. For the energy above the lowest of the compared OMol25 structures with the same formula, charge and spin, the calculation gives 64.1 kcal per mole. The electronic energy comes out at -171705.52307 eV. The calculation puts the highest occupied orbital energy at -1.14 eV. As for the largest force on an atom: 4.8 eV/Å. As for the net charge: -2.

Results of the Mulliken charge analysis, in e, for atoms 1 through 6: Ca 0.65; S -0.45; C 0.33; C -0.94; C 0.44; C -0.06


The following is a DFT calculation (ωB97M-V/def2-TZVPD) of 2 unconnected molecules or ions with the total composition C5H11N at a distorted geometry.

Geometry as XYZ:
```
17
Properties=species:S:1:pos:R:3
C -0.9804 -1.9577 0.7668
C -1.6725 -1.2988 -0.2780
C -2.1196 -2.2572 -1.4944
H -0.9005 -1.4282 1.6983
H -0.6776 -2.9804 0.7206
H -1.8156 -0.2126 -0.2932
H -3.1290 -2.6563 -1.0724
H -2.3657 -1.8540 -2.5368
H -1.3826 -3.0914 -1.5364
C 1.0946 2.9288 0.9062
C 1.9813 1.9668 0.5862
N 1.9224 0.9020 -0.4020
H 0.4280 3.4910 0.2912
H 1.0118 3.3382 1.9520
H 2.7002 1.7933 1.3857
H 0.9486 1.0237 -0.8375
H 1.9058 -0.0286 0.1213
```

For the frontier orbital gap, the calculation gives 9.422 eV. The structure (SMILES) is C=CC.C=CN. For the energy above the lowest of the compared OMol25 structures with the same formula, charge and spin, the calculation gives 73.1 kcal per mole. The electronic energy comes out at -6850.35962 eV. The calculation puts the highest occupied orbital energy at -8.51 eV. As for the largest force on an atom: 4.9 eV/Å.

Results of the natural (NBO) charge analysis, in e, for atoms 1 through 6: C -0.43; C -0.17; C -0.67; H 0.20; H 0.19; H 0.21


> The highest electronic energy belongs to which entry?

C5H11N


> Which formula does entry 2 have?

CH3I2N


> Which value of electronic energy does entry 7 give?

-171705.52307 eV


What did the second record say?
The following is a DFT calculation (ωB97M-V/def2-TZVPD) of CH3I2N in the gas phase at a distorted geometry.

Geometry as XYZ:
```
7
Properties=species:S:1:pos:R:3
C 0.7730 0.4854 -0.4296
N -0.5763 -1.2204 0.1212
I 0.3916 1.7922 1.2318
I -1.6846 -0.9119 1.6298
H 0.4245 0.9208 -1.3663
H 1.6803 -0.0877 -0.4897
H -1.0086 -0.9785 -0.6973
```

For the frontier orbital gap (alpha / beta), the calculation gives 8.068 / 8.069 eV. For the energy above the lowest of the compared OMol25 structures with the same formula, charge and spin, the calculation gives 65.7 kcal per mole. The electronic energy comes out at -18773.01072 eV. The calculation puts the highest occupied orbital energy (alpha / beta) at -8.62 / -8.63 eV. As for the largest force on an atom: 4.9 eV/Å.

Results of the natural (NBO) charge analysis, in e, for atoms 1 through 6: C -0.42; N -0.89; I 0.18; I 0.40; H 0.20; H 0.21